ORCA calculation (ωB97M-V/def2-TZVPD) on 9 unconnected molecules or ions with the total composition H14N2O13.

Summary:
total energy	-1095.72027	Eh
LUMO energy	4.814	eV
charge	-2

Bonds (Å) are listed after each position.
Atoms and positions in Å:
1 N -8.17 -10.07 28.60  O2 1.203, O3 1.277, O4 1.287
2 O -7.06 -10.50 28.75  N1 1.203
3 O -9.08 -10.81 28.09  N1 1.277
4 O -8.32 -8.82 28.34  N1 1.287
5 N -5.49 -7.04 29.92  O6 1.217, O7 1.256, O8 1.262
6 O -4.95 -6.02 30.31  N5 1.217
7 O -4.83 -7.62 29.03  N5 1.256
8 O -6.69 -6.92 29.54  N5 1.262
9 O -6.86 -3.94 29.67  H10 0.989, H11 0.974
10 H -6.02 -3.42 29.61  O9 0.989
11 H -6.47 -4.74 30.05  O9 0.974
12 O -6.28 -7.83 26.89  H13 0.920, H14 1.001
13 H -5.73 -8.12 26.21  O12 0.920
14 H -5.75 -7.93 27.74  O12 1.001
15 O -3.84 -5.16 27.89  H16 0.942, H17 1.004
16 H -2.92 -5.34 27.85  O15 0.942
17 H -4.19 -5.80 28.58  O15 1.004
18 O -4.20 -10.32 28.02  H19 0.971, H20 0.921
19 H -4.66 -9.51 28.31  O18 0.971
20 H -4.90 -10.63 27.52  O18 0.921
21 O -1.96 -7.32 27.58  H22 0.938, H23 0.974
22 H -1.20 -6.75 27.57  O21 0.938
23 H -2.00 -7.56 28.52  O21 0.974
24 O -7.43 -5.32 27.43  H25 0.972, H26 0.983
25 H -6.76 -4.97 26.82  O24 0.972
26 H -7.42 -4.64 28.14  O24 0.983
27 O -1.99 -5.12 30.26  H28 0.917, H29 0.966
28 H -2.74 -5.66 30.22  O27 0.917
29 H -2.23 -4.34 30.77  O27 0.966

***

ORCA calculation (ωB97M-V/def2-TZVPD) on 8 unconnected molecules or ions with the total composition H14NO10.

Summary:
total energy	-815.46432	Eh
LUMO energy	3.272	eV
relative energy (zero: lowest compared OMol25 entry of this formula, charge and spin)	2.533	eV
charge	-1

Bonds (Å) are listed after each position.
Atoms and positions in Å:
1 N -0.26 -0.03 0.41  O2 1.120, O3 1.311, O4 1.273
2 O -1.00 -0.45 1.14  N1 1.120
3 O 0.59 0.94 0.64  N1 1.311
4 O -0.28 -0.39 -0.81  N1 1.273
5 O -2.48 0.39 -2.03  H6 1.028, H7 0.950
6 H -2.84 0.11 -2.95  O5 1.028
7 H -1.62 0.26 -1.65  O5 0.950
8 O 0.70 3.37 0.69  H9 0.972, H10 1.011
9 H 0.72 2.40 0.73  O8 0.972
10 H 1.01 3.70 1.59  O8 1.011
11 O -4.05 -0.84 1.18  H12 0.963, H13 1.011
12 H -4.00 -1.40 0.39  O11 0.963
13 H -3.28 -0.25 1.46  O11 1.011
14 O -0.48 -2.78 2.50  H15 0.963, H16 0.988
15 H -0.33 -3.57 1.98  O14 0.963
16 H -0.64 -2.05 1.85  O14 0.988
17 O 3.26 0.82 1.05  H18 0.994, H19 0.993
18 H 3.46 1.68 1.51  O17 0.994
19 H 2.30 1.07 0.96  O17 0.993
20 O 2.07 1.15 -1.96  H21 1.032, H22 1.002
21 H 1.44 0.70 -1.28  O20 1.032
22 H 2.47 1.90 -1.43  O20 1.002
23 O 0.98 -2.51 -2.20  H24 0.895, H25 1.007
24 H 1.83 -2.48 -1.92  O23 0.895
25 H 0.44 -1.74 -1.85  O23 1.007